Entry 1:
The following is a quantum chemistry calculation of a molecular structure, C4H3InO6 in a non-equilibrium geometry, from OMol25.

Structure (XYZ):
```
14
Properties=species:S:1:pos:R:3:forces:R:3:mulliken_charge:R:1
O -2.102179 1.139137 -0.476607 2.34 -0.17 2.17 -0.37
C -1.097077 0.528079 -0.181180 -4.55 -0.38 -4.17 0.55
O 0.047114 -1.489289 0.623958 0.83 0.16 0.08 -0.32
C 1.124815 -1.066999 1.254312 -2.90 -2.08 -1.53 1.17
C -1.129376 -0.701351 0.690029 0.67 0.21 1.31 -0.20
O 1.135758 0.020649 1.901744 -4.04 1.58 -0.65 -0.44
O 2.157841 -1.792388 1.221475 -1.22 -1.99 -1.66 -0.47
H -1.336276 -0.379233 1.718241 -0.08 -0.09 -0.19 0.37
H -1.943821 -1.350313 0.341324 0.17 0.36 -0.16 0.38
In 2.971939 -0.349676 2.233437 7.78 2.14 3.76 0.79
O 0.113973 2.010759 -2.874923 -3.43 -1.02 -0.97 -0.25
C -0.768712 1.235463 -2.335832 5.38 1.45 0.88 0.67
O -0.205453 0.472877 -1.414675 -1.21 -0.30 0.90 -0.28
H 1.031454 1.722286 -2.701302 0.24 0.12 0.23 0.41
```
Forces are in eV/Å.

Output
Kohn-Sham gap (spin up / spin down), eV: 9.08 / 6.72
LUMO level (spin up / spin down), eV: -11.21 / -11.70
Net charge: +2

***

Entry 2:
The following is a quantum chemistry calculation of C6H12O in the gas phase, from OMol25.

Structure (XYZ):
```
19
Properties=species:S:1:pos:R:3:forces:R:3:mulliken_charge:R:1
C 0.113699 -2.200478 1.048067 0.27 0.05 0.19 -0.65
C -0.584628 -1.123627 1.385370 0.09 -0.12 0.09 -0.44
C -0.801468 0.092012 0.519639 0.23 0.05 0.07 -0.04
O -2.095270 -0.160938 -0.031744 0.02 0.19 -0.28 -0.57
C 0.250192 0.373264 -0.565624 0.00 -0.07 0.01 0.64
C -0.243904 1.451144 -1.534862 -0.03 0.04 0.01 -1.59
C 1.580951 0.782592 0.070851 0.04 0.00 0.06 -1.45
H 0.814753 -2.213715 0.216481 -0.23 -0.01 0.02 0.19
H 0.045316 -3.104148 1.642841 0.10 0.05 -0.01 0.28
H -1.244041 -1.167351 2.253011 0.13 0.01 -0.13 0.34
H -0.901183 0.991802 1.139179 -0.04 -0.09 -0.06 0.41
H -2.003607 -1.061298 -0.363473 -0.42 -0.04 -0.16 0.43
H 0.402914 -0.550639 -1.145603 -0.04 0.12 0.11 0.23
H 0.496087 1.630628 -2.324091 -0.10 -0.05 0.15 0.40
H -1.189156 1.164706 -2.003195 0.14 0.04 0.07 0.36
H -0.406318 2.401102 -1.009656 0.03 -0.13 -0.04 0.35
H 1.463279 1.719595 0.630652 0.00 -0.13 -0.08 0.35
H 2.347180 0.951337 -0.693806 -0.13 -0.03 0.09 0.39
H 1.955204 0.024014 0.765963 -0.06 0.11 -0.11 0.38
```
Forces are in eV/Å.

Output
Kohn-Sham gap, eV: 10.93
Structure (SMILES): C=C[C@H](O)C(C)C
LUMO level, eV: 1.07
Net charge: 0

***

Entry 3:
The following is a quantum chemistry calculation of a molecular structure, C12H9Cl5FeNO9Se, from OMol25.

Structure (XYZ):
```
38
Properties=species:S:1:pos:R:3:forces:R:3:mulliken_charge:R:1
Fe 0.430850 0.306172 0.079523 0.16 0.13 0.02 0.13
O -1.169970 0.701356 -0.639783 0.02 -0.07 -0.25 -0.50
C -2.025721 1.324118 0.276451 -0.20 0.07 0.15 -0.62
C -1.971854 0.510761 1.553106 -0.05 -0.02 -0.04 -0.44
N -0.545755 0.294964 1.882771 0.10 -0.16 -0.05 0.47
C 0.047452 1.407790 2.619218 0.06 0.24 0.37 -0.61
C 0.660553 2.491002 1.726986 0.02 -0.12 -0.56 0.54
O 0.919322 3.590280 2.186605 -0.05 -0.02 0.16 -0.76
O 0.916234 2.101891 0.517454 -0.10 0.05 0.20 -0.53
C -0.306235 -1.035768 2.476765 -0.03 -0.07 0.03 -0.58
C 0.329450 -2.023063 1.485482 -0.09 0.01 0.22 0.66
O 0.628898 -3.131712 1.885078 -0.01 0.11 -0.12 -0.74
O 0.548080 -1.547642 0.300013 0.13 -0.16 -0.11 -0.55
H -2.179957 -0.746755 -1.258752 0.12 -0.04 -0.06 0.40
H -1.725620 2.369561 0.441715 0.00 -0.02 0.00 0.38
H -3.050911 1.320064 -0.115008 0.06 -0.01 -0.01 0.52
H -2.493184 0.978540 2.397278 0.02 0.01 -0.01 0.26
H -2.411904 -0.467031 1.349905 -0.07 0.02 0.03 0.19
H -0.668231 1.879128 3.299156 0.01 -0.05 0.03 0.23
H 0.881722 1.032022 3.216139 -0.03 0.02 0.03 0.35
H 0.384734 -0.946923 3.314733 -0.04 -0.04 0.05 0.33
H -1.234285 -1.489120 2.828397 0.02 0.05 0.03 0.32
Cl -0.102485 0.310613 -3.470699 -0.09 0.00 -0.20 -0.16
C 1.504306 0.249926 -2.852855 -0.08 0.02 0.42 0.75
C 1.674884 0.242507 -1.465810 0.09 -0.03 -0.24 -1.21
C 2.983866 0.140677 -1.027874 0.13 -0.01 -0.08 1.69
Cl 3.251974 0.071300 0.705172 -0.04 -0.01 -0.07 -0.23
C 4.088531 0.074790 -1.872469 0.01 0.01 0.10 -0.41
Cl 5.695170 -0.044954 -1.238329 -0.02 0.00 -0.02 -0.23
C 3.879255 0.109358 -3.243598 -0.04 0.00 -0.09 0.61
Cl 5.224370 0.043440 -4.332103 0.00 0.00 0.01 -0.23
C 2.577567 0.193267 -3.737697 0.05 0.00 0.04 -0.22
Cl 2.316882 0.226182 -5.447109 0.00 0.00 -0.01 -0.22
O -3.170044 -2.317240 0.740429 -0.05 0.01 -0.11 -0.70
Se -3.889027 -2.154354 -0.712788 -0.08 -0.01 0.33 1.15
O -5.088989 -1.062813 -0.680267 0.04 -0.02 -0.01 -0.72
O -2.655949 -1.458339 -1.739999 0.02 -0.02 -0.16 -0.58
O -4.253986 -3.543982 -1.447235 0.01 0.12 -0.01 -0.72
```
Forces are in eV/Å.

Output
Kohn-Sham gap (spin up / spin down), eV: 7.54 / 7.54
LUMO level (spin up / spin down), eV: 3.92 / 3.92
2S+1: 2
Net charge: -2
<S²>: 0.821

***

Entry 4:
The following is a quantum chemistry calculation of C4H9NO in the gas phase, from OMol25.

Structure (XYZ):
```
15
Properties=species:S:1:pos:R:3:forces:R:3:mulliken_charge:R:1
C 0.973520 1.115864 1.506554 0.03 -0.02 0.00 -1.00
C -0.494015 0.723029 1.509978 0.00 0.22 0.06 -0.23
O -0.678047 -0.667021 1.203596 0.01 -0.06 -0.02 -0.38
C -0.525155 -1.016228 -0.080465 0.06 0.11 -0.28 0.11
N -0.252783 -0.205492 -1.007538 -0.08 -0.25 0.36 -0.43
C -0.075306 -0.749893 -2.335825 0.04 -0.09 -0.25 -0.83
H 1.538562 0.491126 2.205138 -0.07 0.09 -0.07 0.27
H 1.391709 1.001246 0.504396 -0.04 0.03 0.16 0.29
H 1.082928 2.163168 1.809059 -0.05 -0.16 -0.02 0.33
H -0.936738 0.840815 2.502648 0.07 -0.01 -0.15 0.29
H -1.059404 1.320247 0.788182 0.07 -0.06 0.09 0.32
H -0.665819 -2.097491 -0.200957 -0.01 0.14 -0.02 0.40
H 0.992907 -0.903577 -2.527757 -0.13 0.06 -0.04 0.26
H -0.440357 -0.031171 -3.075285 0.03 -0.14 0.10 0.28
H -0.589717 -1.709322 -2.499766 0.06 0.12 0.07 0.30
```
Forces are in eV/Å.

Output
Kohn-Sham gap, eV: 10.75
Structure (SMILES): CCO/C=N/C
LUMO level, eV: 1.16
Net charge: 0

***

Entry 5:
The following is a quantum chemistry calculation of a molecular structure, C20H38LiN2O13 in a non-equilibrium geometry, from OMol25.

Structure (XYZ):
```
74
Properties=species:S:1:pos:R:3:forces:R:3:mulliken_charge:R:1
C 2.816601 -0.462675 2.554584 -0.25 1.17 1.81 -1.22
C 3.185114 0.364395 1.266007 -2.17 -2.92 -1.50 -0.03
N 3.477560 1.838934 1.274308 1.75 0.61 1.71 0.75
C 2.430132 2.527280 2.044453 -3.61 -0.19 -0.93 -0.83
C 4.805910 2.030391 2.173981 3.20 3.15 -4.67 -0.63
C 6.193347 1.473801 1.623436 -4.20 -3.68 -5.01 -1.03
C 3.666736 2.454882 -0.065895 1.94 2.62 -2.49 -0.68
C 2.567696 2.504508 -1.073110 -2.58 -5.62 -0.71 -0.29
O 2.940217 2.946122 -2.301098 2.94 0.70 -0.59 -0.39
C 1.931334 3.189452 -3.214056 0.67 5.56 0.36 -0.72
H 3.744144 -0.606977 3.131858 -0.65 0.04 0.37 0.40
H 2.426565 -1.467563 2.357528 0.53 0.17 -0.97 0.37
H 1.906013 -0.106347 3.230009 2.26 0.09 -1.42 0.12
H 2.269810 0.084364 0.669704 0.79 1.47 -0.08 -0.17
H 3.980343 -0.168253 0.703688 -0.11 0.62 0.62 0.61
H 2.549313 3.544652 2.303236 1.27 1.24 -0.36 0.44
H 2.252254 2.067290 3.013557 0.04 -0.54 -0.35 0.44
H 1.437696 2.540533 1.426717 1.80 -0.55 1.22 0.06
H 4.506368 1.712466 3.069896 -0.86 -1.51 3.53 0.70
H 5.128091 3.135928 2.234544 -1.69 -1.28 -0.10 0.33
H 6.072212 0.214941 1.521628 0.74 3.56 0.15 0.21
H 7.010977 1.680813 2.195309 1.87 0.72 1.93 0.53
H 6.424272 1.924051 0.482539 -0.72 -1.29 3.21 0.21
H 4.525073 1.994890 -0.654379 -0.78 0.51 1.35 0.29
H 3.750382 3.609992 -0.106595 1.27 -1.63 1.65 0.12
H 1.733059 3.098115 -0.767884 -0.97 0.07 0.70 0.29
H 2.317787 1.342892 -1.260656 -0.68 2.17 0.69 0.16
H 1.318083 2.455755 -3.397467 -2.84 -5.09 -0.85 0.40
H 2.372593 3.463397 -4.257764 -0.73 0.27 2.30 0.27
H 1.121961 3.900326 -2.668455 1.92 -0.40 -1.69 0.23
Li -1.266067 -0.133942 3.753170 0.01 0.06 -1.19 0.89
N -0.481724 -0.118958 1.332060 -1.62 -0.95 -3.73 1.31
O -0.218740 0.819374 2.099930 0.82 0.42 0.91 -0.78
O -0.093539 -0.186450 0.119895 0.12 0.61 2.97 -0.47
O -1.337752 -0.962230 1.717642 0.48 -0.15 1.17 -0.85
C -2.153133 -1.805274 -2.100215 -0.20 0.51 -3.52 -1.19
C -3.425514 -2.041517 -3.053814 0.89 0.34 2.34 0.18
C -4.420788 -3.208151 -2.750651 0.57 -0.67 -4.01 -0.01
O -5.682736 -2.532428 -2.664886 1.16 -2.20 0.60 -0.27
C -5.460915 -1.271451 -2.861839 -8.07 6.42 -0.33 0.66
O -6.423435 -0.425573 -2.896246 3.65 -3.51 0.31 -0.65
O -4.265938 -0.875977 -3.077384 2.67 -0.50 0.31 -0.30
H -1.658009 -0.823697 -2.537241 -0.46 -2.37 0.58 0.20
H -1.483932 -2.734590 -2.183059 -0.83 1.63 0.50 0.34
H -2.471105 -1.464541 -1.159996 -0.25 -0.33 1.73 0.45
H -3.033369 -2.051731 -3.990438 1.07 -0.65 -2.87 0.39
H -4.058311 -3.595480 -1.839120 -0.48 -1.19 1.11 0.02
H -4.498499 -4.040339 -3.723258 0.39 2.32 3.20 0.27
C -2.546023 -4.622110 1.137557 1.81 5.74 4.51 -1.38
C -1.023057 -4.337851 1.093542 -1.81 1.28 -0.68 1.15
C -0.300614 -4.133580 2.406623 -1.67 -4.85 0.32 -0.06
O 0.732091 -5.189244 2.359090 -0.53 0.24 -0.24 -0.38
C 0.544243 -5.965245 1.193853 2.67 -3.03 2.25 0.63
O 1.124651 -7.019877 0.929491 -1.29 3.44 0.93 -0.56
O -0.396688 -5.430005 0.524510 -1.20 -1.06 -2.76 -0.39
H -2.728206 -5.466823 1.672609 -0.75 -2.45 1.52 0.48
H -2.925811 -4.624759 0.218895 -1.62 -0.17 -3.74 0.31
H -3.058321 -3.620144 1.758799 1.34 -2.94 -1.79 0.19
H -0.884960 -3.578255 0.329735 0.16 0.79 0.47 -0.29
H -0.971096 -4.185595 3.305437 0.14 -1.35 -0.70 0.21
H 0.070518 -3.257851 2.654165 2.74 4.44 -0.15 0.11
C -1.332724 3.342780 -0.230224 -3.97 2.33 1.13 -1.00
C -2.388618 3.025214 -1.352012 -0.77 -0.71 1.72 0.33
C -2.898003 1.570180 -1.092904 -0.37 1.20 -5.21 0.04
O -4.305066 1.682574 -0.908535 -0.30 0.06 -1.35 -0.38
C -4.662479 2.957689 -1.143389 -3.93 1.14 -0.07 0.57
O -5.801863 3.385101 -1.237962 2.23 -1.37 0.41 -0.57
O -3.624491 3.768054 -1.223828 1.32 0.67 0.85 -0.38
H -1.198800 4.459322 -0.161172 0.68 -1.10 -0.52 0.41
H -0.464559 2.722567 -0.252292 0.51 -0.30 -0.02 -0.04
H -1.982243 3.220067 0.750732 1.56 -0.36 -1.66 0.32
H -2.232613 3.323164 -2.355110 1.67 -0.51 -1.10 0.49
H -2.659778 1.303502 -0.191509 2.53 -1.92 4.91 0.26
H -2.513628 0.835725 -1.880271 -1.21 0.99 1.02 -0.22
```
Forces are in eV/Å.

Output
Kohn-Sham gap, eV: 7.25
LUMO level, eV: -4.13
Net charge: +1

***

Entry 6:
The following is a quantum chemistry calculation of a gas-phase ion, C3H7N4 (charge +1) in a non-equilibrium geometry, from OMol25.

Structure (XYZ):
```
14
Properties=species:S:1:pos:R:3:forces:R:3:mulliken_charge:R:1
C -1.786526 0.839340 -0.265719 1.68 0.84 -0.60 -0.11
C 0.380523 0.049409 0.184499 0.15 -0.64 0.48 0.78
C 0.722141 -1.158721 -0.651825 0.17 -0.03 -0.51 -1.15
N -2.034037 -0.375674 0.177757 -1.95 -0.66 -0.17 0.09
N -1.196459 -1.083603 0.625587 0.68 -0.18 0.96 -0.32
N -0.446133 1.032733 -0.364933 -0.95 0.25 0.12 -0.14
N 1.308420 0.469318 1.058650 0.04 0.16 -0.18 -0.43
H -2.528749 1.528341 -0.619028 -0.11 0.19 0.08 0.45
H -0.120872 -1.833236 -0.836292 0.20 0.09 -0.07 0.40
H 1.475522 -1.740049 -0.127080 0.01 -0.03 -0.02 0.37
H 1.088958 -0.824355 -1.622346 0.14 0.00 0.05 0.33
H -0.091844 1.969313 -0.520918 0.02 -0.01 -0.08 0.29
H 2.065689 -0.145281 1.312721 0.02 0.09 -0.11 0.22
H 1.163372 1.272470 1.648929 -0.11 -0.06 0.05 0.22
```
Forces are in eV/Å.

Output
Kohn-Sham gap (spin up / spin down), eV: 7.19 / 7.18
LUMO level (spin up / spin down), eV: -5.97 / -5.98
Net charge: +1

***

Ordered molecular weight results: 261.9 100.2 623.3 87.1 521.5 99.1; unit g/mol.